The following is a quantum chemistry calculation of a single C2H2N2O3 molecule at a distorted geometry, from the OMol25 dataset.

Structure (XYZ):
```
9
Properties=species:S:1:pos:R:3:forces:R:3
O -2.696 -0.209 0.021 2.979 -0.080 -0.304
C -1.474 -0.190 -0.019 -3.190 -1.788 0.886
O -0.712 -1.294 0.238 -0.299 0.315 0.006
N 0.638 -1.326 -0.190 0.139 -2.076 -0.401
C 1.279 -0.257 -0.044 -2.645 0.715 -0.199
N 0.514 0.819 0.361 1.216 3.226 0.395
O -0.780 0.877 -0.298 1.828 1.667 -0.276
H 2.283 -0.223 -0.352 1.184 0.238 -0.032
H 0.948 1.802 0.283 -1.213 -2.217 -0.074
```
Forces are in eV/Å.

frontier orbital gap: 10.86 eV
SMILES: O=C1ON=CNO1
F_max: 3.76 eV/Å
ΔE to the lowest compared entry with this formula, charge and spin: 81.44 kcal per mole
LUMO: 0.27 eV